No. 1
Here is a structure of composition C5H2O from the Open Molecules 2025 dataset. Energies are from the ωB97M-V functional and the def2-TZVPD basis.

Structure (ORCA input):
```
! RIJCOSX wB97M-V def2-TZVPD def2/J DEFGRID3
* xyz 0 1
O -0.47663 -0.48947 -0.84542
C -1.27061 0.07153 -0.04035
C -0.86735 0.79121 1.16318
C 0.39084 0.67778 1.13532
C 1.56615 0.27298 0.63032
C 1.31924 -0.38150 -0.45041
H -2.33973 -0.00363 -0.29026
H 1.67809 -0.93889 -1.30238
*
```

Max |F| in hartree/bohr: 0.0117
ΔE to the lowest compared entry with this formula, charge and spin in kJ/mol: 258.9
HOMO level in eV: -9.35
LUMO energy in eV: -0.46
Orbital gap in eV: 8.89



No. 2
Here is an isolated molecule of C5H2O from the Open Molecules 2025 dataset. Energies are from the ωB97M-V functional and the def2-TZVPD basis.

Structure (ORCA input):
```
! RIJCOSX wB97M-V def2-TZVPD def2/J DEFGRID3
* xyz 0 1
C -1.47786 -0.72807 -1.10810
C -0.39426 -0.34825 -1.49025
C 0.80321 0.21445 -1.11067
C 1.44592 0.62159 -0.15306
C 0.86678 0.48267 1.20267
O 0.21366 1.31673 1.76723
H -2.41267 -0.99750 -0.67207
H 0.95522 -0.56161 1.56425
*
```

Max |F| in hartree/bohr: 0.0166
ΔE to the lowest compared entry with this formula, charge and spin in kJ/mol: 170.9
HOMO level in eV: -10.16
LUMO energy in eV: -0.64
Orbital gap in eV: 9.52
SMILES: C#CC#CC=O



No. 3
Here is a structure of composition C5H2O3 from the Open Molecules 2025 dataset. Energies are from the ωB97M-V functional and the def2-TZVPD basis.

Structure (ORCA input):
```
! RIJCOSX wB97M-V def2-TZVPD def2/J DEFGRID3
* xyz 0 1
C -0.59405 -0.08401 -0.04831
C 0.45713 0.86932 0.00069
C -1.73409 0.72887 -0.15240
C -0.21164 2.05254 -0.07133
C -3.65736 -0.38250 0.01078
O -3.53445 -0.67507 -1.12031
O -1.50964 2.00850 -0.18423
O -3.85653 -0.18761 1.14688
H -0.71371 -1.16566 0.03592
H 1.47821 0.81578 0.12955
*
```

Max |F| in hartree/bohr: 0.0647
ΔE to the lowest compared entry with this formula, charge and spin in kJ/mol: 452.0
HOMO level (spin up / spin down) in eV: -9.25 / -9.48
LUMO energy (spin up / spin down) in eV: -2.50 / -2.43
Orbital gap (spin up / spin down) in eV: 6.75 / 7.05



No. 4
Here is an isolated molecule of C5H2S4 from the Open Molecules 2025 dataset. Energies are from the ωB97M-V functional and the def2-TZVPD basis.

Structure (ORCA input):
```
! RIJCOSX wB97M-V def2-TZVPD def2/J DEFGRID3
* xyz 0 1
S 3.94454 0.04307 0.06117
C 2.38472 -0.05239 -0.10310
S 1.47357 -1.55136 -0.10191
C -0.12403 -0.74212 0.02447
C -1.34574 -1.19249 0.03127
S -2.56919 -0.02898 -0.00758
C -1.36940 1.27273 -0.04501
C -0.12549 0.66215 0.06077
S 1.37269 1.51343 -0.04813
H -1.97461 -2.24120 0.28380
H -1.66705 2.31716 -0.15573
*
```

Max |F| in hartree/bohr: 0.1520
HOMO level in eV: -8.46
LUMO energy in eV: -0.26
Orbital gap in eV: 8.20
SMILES: S=c1sc2cscc2s1



No. 5
Here is a cluster of 9 separate species, C5H31N2O9 in total from the Open Molecules 2025 dataset. Energies are from the ωB97M-V functional and the def2-TZVPD basis.

Structure (ORCA input):
```
! RIJCOSX wB97M-V def2-TZVPD def2/J DEFGRID3
* xyz 1 1
N -0.30251 1.04100 -0.15838
C 0.08610 2.48582 0.35676
C 1.41069 2.87569 -0.31902
C 2.75254 2.31229 0.09492
O 1.22616 2.61076 -1.67942
C 0.12707 2.57013 1.84251
N -1.14318 2.15563 2.31440
C -1.19806 1.24683 3.43578
H -0.77226 1.03358 -1.06513
H -0.96111 0.74297 0.55743
H 0.54743 0.48746 -0.08791
H -0.72665 3.34586 0.03289
H 1.43479 4.03617 -0.20342
H 3.60533 2.65703 -0.46213
H 2.49254 1.30350 0.10354
H 3.18872 2.62248 1.07928
H 2.02865 2.44854 -2.10262
H 0.32886 3.56688 2.36499
H 0.99690 1.74580 2.05357
H -1.54748 3.01606 2.64800
H -2.22385 0.76565 3.51576
H -0.39959 0.63494 3.56898
H -1.09544 1.98634 4.33432
H 2.56506 -3.65167 1.01241
H 1.15552 -4.30651 1.26286
O 1.55025 -3.47498 1.13957
H -0.19632 -3.85647 -1.70102
H -0.15466 -5.24542 -1.07899
O 0.15280 -4.44099 -1.05068
H -3.56256 2.47588 -2.11833
H -2.62611 1.72311 -2.91765
O -2.76793 1.86162 -2.00133
H -1.96347 -2.78164 1.52562
H -1.68445 -3.82446 0.39524
O -1.99308 -2.81150 0.54987
H -1.53491 -1.75576 -2.90422
H -2.79510 -2.76200 -2.78340
O -1.89231 -2.51288 -2.83075
H 0.38092 0.07834 -2.96142
H -0.01359 -0.73396 -1.88538
O -0.38367 -0.25648 -2.58232
H 2.26090 -2.63049 -1.99983
H 1.71451 -2.17037 -0.76544
O 1.90393 -1.81443 -1.59757
H 0.68150 -1.91626 1.17983
H -0.73096 -1.64713 0.73458
O 0.07806 -1.23698 1.15329
*
```

Max |F| in hartree/bohr: 0.2044
ΔE to the lowest compared entry with this formula, charge and spin in kJ/mol: 565.9
HOMO level in eV: -12.05
LUMO energy in eV: -2.37
Orbital gap in eV: 9.68



No. 6
Here is a cluster of 13 separate species, C5H31O14 in total from the Open Molecules 2025 dataset. Energies are from the ωB97M-V functional and the def2-TZVPD basis.

Structure (ORCA input):
```
! RIJCOSX wB97M-V def2-TZVPD def2/J DEFGRID3
* xyz -1 1
O -2.16247 -1.77900 0.24520
C -0.93916 -1.54981 0.06984
O -0.10210 -2.42267 0.48442
C -0.48122 -0.18233 -0.37127
C 0.68370 -0.08469 -1.34466
C 0.88062 1.21098 -2.07835
C 0.96717 1.17745 -3.40427
H -0.42007 0.37504 0.58542
H -1.30254 0.33928 -0.87291
H 0.78642 -0.96788 -1.99906
H 1.68393 -0.02106 -0.84445
H 0.98578 2.09325 -1.47309
H 0.88285 0.37038 -4.14615
H 0.96868 2.15463 -3.92561
H -1.68392 -4.10121 -1.07591
H -0.47788 -3.90271 -0.35809
O -0.79812 -4.48292 -1.13306
H 0.47605 1.31445 2.61713
H 1.63722 0.74224 3.28662
O 0.63801 0.68568 3.35100
H 0.10567 3.48641 0.42888
H -0.27021 3.75984 -1.00577
O 0.47317 3.84828 -0.40026
H 0.79597 -2.11796 2.48434
H 1.71143 -2.52431 1.35550
O 1.73185 -2.31058 2.29351
H 3.04155 -2.84944 -1.33835
H 2.84963 -1.58034 -0.65373
O 3.05745 -1.90287 -1.55363
H 0.25834 -2.86318 -2.85859
H -1.00479 -3.64067 -3.23987
O -0.18832 -3.27137 -3.59834
H -2.01778 0.19698 3.20484
H -3.47461 0.34361 3.12462
O -2.73066 0.67626 3.64172
H -3.49628 -0.65401 0.38019
H -4.34061 0.30736 -0.58156
O -4.04423 0.15811 0.31505
H -2.78809 1.90309 -1.79841
H -2.91284 2.01695 -0.32591
O -3.02670 2.54881 -1.12356
H 3.04829 -1.13368 2.30699
H 2.98341 -0.52607 0.98541
O 3.50469 -0.40722 1.78483
H -1.52333 2.92535 2.21759
H -0.96146 1.75127 1.21502
O -1.03544 2.68692 1.41858
H 2.46015 3.18509 0.63021
H 3.17117 2.57159 1.82436
O 2.39962 2.44664 1.25359
*
```

Max |F| in hartree/bohr: 0.0567
ΔE to the lowest compared entry with this formula, charge and spin in kJ/mol: 320.0
HOMO level in eV: -6.55
LUMO energy in eV: 2.56
Orbital gap in eV: 9.11



No. 7
Here is a cluster of 11 separate species, C5H32N2O11 in total from the Open Molecules 2025 dataset. Energies are from the ωB97M-V functional and the def2-TZVPD basis.

Structure (ORCA input):
```
! RIJCOSX wB97M-V def2-TZVPD def2/J DEFGRID3
* xyz 0 1
C -2.74859 2.68604 2.13759
C -2.01471 1.89107 1.05917
C -2.34376 2.45174 -0.35425
C -1.23962 3.23323 -0.98123
O -0.16102 2.73498 -1.22738
N -2.31959 0.46354 1.09796
C -2.15956 -0.29653 2.34268
N -0.84657 -0.93559 2.43610
H -3.81892 2.49772 2.18956
H -2.26571 2.43641 3.08783
H -2.61041 3.76925 2.14274
H -0.94691 1.90667 1.24935
H -2.58679 1.52595 -0.88150
H -3.27025 3.01552 -0.24960
H -1.45148 4.24876 -1.35104
H -3.24926 0.26123 0.74071
H -2.19046 0.26579 3.28183
H -2.94109 -1.04148 2.47159
H -0.68730 -1.63109 1.71628
H -0.16496 -0.22058 2.16504
O 0.55580 -3.80990 0.23878
H -0.23360 -3.36574 0.55747
H 0.33710 -4.47432 -0.41948
O 3.55062 1.88782 0.77179
H 2.80227 2.42685 0.51497
H 3.25476 1.10397 1.23376
O 3.17966 -0.92655 3.50238
H 3.05944 -1.47152 2.71310
H 3.93667 -0.41878 3.17608
O 0.77091 0.11273 -2.02174
H 1.49482 0.33524 -2.60644
H 0.34372 0.88413 -1.63377
O 4.36887 1.45541 -2.17761
H 3.63208 0.95732 -2.53283
H 4.20377 1.51233 -1.22778
O 1.16506 0.28134 0.87205
H 1.61874 -0.29138 0.21241
H 0.38280 0.41213 0.32356
O -2.03653 -3.80206 -1.88035
H -2.42481 -2.92064 -1.74519
H -1.10222 -3.58726 -1.82648
O -1.80133 -1.10364 -1.95360
H -1.80501 -0.35633 -1.33829
H -0.96516 -0.95641 -2.42886
O 2.12985 -1.86421 -0.74324
H 2.35295 -2.39035 0.03244
H 1.17292 -1.97002 -0.77541
O 1.94623 -2.72267 -4.04151
H 2.64562 -2.27414 -3.54343
H 1.48095 -1.92600 -4.32623
*
```

Max |F| in hartree/bohr: 0.0305
ΔE to the lowest compared entry with this formula, charge and spin in kJ/mol: 387.1
HOMO level in eV: -9.61
LUMO energy in eV: -0.32
Orbital gap in eV: 9.30
SMILES: C[C@H](CC=O)NCN.O.O.O.O.O.O.O.O.O.O



No. 8
Here is a cluster of 12 separate species, C5H32N2O11 in total from the Open Molecules 2025 dataset. Energies are from the ωB97M-V functional and the def2-TZVPD basis.

Structure (ORCA input):
```
! RIJCOSX wB97M-V def2-TZVPD def2/J DEFGRID3
* xyz 0 1
C 3.11534 -0.35686 -1.15075
N 1.94672 -0.49245 -1.61468
C 0.77762 -0.74964 -0.83855
C 0.74721 -1.66745 0.14199
C -0.31904 0.28834 -0.87828
C 0.08854 1.74616 -0.61390
N 0.35350 2.12285 0.83199
H 3.53528 -0.32460 -0.15260
H 3.82245 -0.17714 -1.86501
H -0.21477 -1.93791 0.62558
H 1.59848 -2.49442 0.32355
H -1.21076 -0.16320 -0.44111
H -0.67616 0.47943 -1.92459
H -0.70863 2.34421 -1.06191
H 1.01477 2.01725 -1.11785
H -0.52226 2.11416 1.38828
H 0.74268 2.99388 0.94009
O 0.67143 -1.70647 -3.88443
H 1.27093 -1.13610 -3.45190
H 0.75123 -2.51333 -3.33560
O 2.54419 2.84180 2.73044
H 3.08509 2.71660 1.97898
H 1.91205 2.13343 2.51142
O 1.34942 -1.43656 3.34883
H 1.52930 -1.02289 4.21596
H 0.44866 -1.31811 3.06525
O 3.88669 1.98480 0.16795
H 2.93142 1.85970 0.21207
H 4.28875 1.34263 0.84849
O 2.71823 0.15227 1.79876
H 1.86846 0.48960 1.47271
H 2.42446 -0.57826 2.37678
O -2.17026 -2.84284 -0.98707
H -2.26310 -2.24195 -1.68297
H -2.13545 -3.74348 -1.37799
O -2.84038 2.08585 1.09413
H -3.56653 2.45290 1.49204
H -3.04861 1.86236 0.20105
O -3.96273 -1.45584 0.42390
H -3.91309 -1.66099 1.28327
H -3.26802 -1.90353 -0.07546
O -3.45269 0.63223 -1.13460
H -3.80608 0.02880 -0.56355
H -2.82696 0.22654 -1.69889
O -0.98485 -0.12663 2.35940
H -1.74179 0.34952 1.84963
H -0.17837 0.32692 2.04346
O -1.90181 -1.10479 -2.92990
H -2.60189 -1.12876 -3.59847
H -1.10868 -1.30803 -3.34596
*
```

Max |F| in hartree/bohr: 0.0994
ΔE to the lowest compared entry with this formula, charge and spin in kJ/mol: 453.2
HOMO level in eV: -9.12
LUMO energy in eV: 0.11
Orbital gap in eV: 9.24
SMILES: C=NC(=C)CCN.O.O.O.O.O.O.O.O.O.O.O



No. 9
Here is a cluster of 10 separate species, C5H32N2O9S in total from the Open Molecules 2025 dataset. Energies are from the ωB97M-V functional and the def2-TZVPD basis.

Structure (ORCA input):
```
! RIJCOSX wB97M-V def2-TZVPD def2/J DEFGRID3
* xyz 0 1
C 1.51702 -1.77401 2.77235
C 2.00976 -0.22660 2.62105
N 1.59514 0.34625 1.42370
C 2.20274 1.59969 0.88148
C 1.44378 1.90806 -0.47199
N 1.41000 0.70900 -1.23484
C 2.16051 3.06143 -1.17564
S 1.24168 3.48809 -2.68177
H 0.49238 -1.86827 2.66732
H 2.07337 -2.06230 3.66780
H 1.91064 -2.37394 1.88424
H 3.14564 -0.27777 2.48784
H 1.83203 0.43040 3.50230
H 0.64693 0.48109 1.28024
H 3.24262 1.51347 0.84137
H 2.17833 2.49410 1.48462
H 0.35969 2.18357 -0.38217
H 2.29730 0.42281 -1.64754
H 0.96302 -0.00559 -0.77166
H 2.17297 4.16897 -0.68245
H 3.26675 2.88134 -1.32982
H 1.25221 2.13074 -3.18162
O -3.07207 -2.68823 -2.42698
H -2.28374 -3.05778 -2.69382
H -3.02720 -1.83070 -2.07532
O 4.36768 -1.78174 0.01136
H 3.60547 -2.22097 0.05418
H 4.20091 -0.88001 -0.09800
O 0.26434 -4.20657 -1.34159
H -0.44366 -4.89165 -1.57194
H 0.93712 -4.59291 -0.72406
O -3.71372 1.98413 0.77629
H -3.05919 2.33715 0.09776
H -3.73722 1.10633 0.51164
O -0.35239 -1.80389 -0.11962
H -0.40223 -1.73376 0.81171
H -0.14195 -2.67360 -0.51359
O -2.74028 -1.12566 3.48972
H -3.31428 -1.48297 2.91154
H -1.85413 -1.56391 3.28703
O -0.86536 0.97108 2.26782
H -0.94430 1.89346 2.17134
H -1.59119 0.98053 2.98204
O -3.08137 0.06582 -2.21294
H -3.60185 0.36851 -2.93064
H -2.17029 0.18180 -2.67204
O -3.14734 -1.38998 0.20254
H -2.38389 -1.75063 -0.19868
H -3.80402 -1.11476 -0.51953
*
```

Max |F| in hartree/bohr: 0.1167
ΔE to the lowest compared entry with this formula, charge and spin in kJ/mol: 537.8
HOMO level in eV: -8.34
LUMO energy in eV: -0.14
Orbital gap in eV: 8.20
SMILES: CCNC[C@H](N)CS.O.O.O.O.O.O.O.O.O



Question: Among the records above, which one has the lowest max |F|?
Answer: number 1



Please write out number 9 again, unchanged.
Here is a cluster of 10 separate species, C5H32N2O9S in total from the Open Molecules 2025 dataset. Energies are from the ωB97M-V functional and the def2-TZVPD basis.

Structure (ORCA input):
```
! RIJCOSX wB97M-V def2-TZVPD def2/J DEFGRID3
* xyz 0 1
C 1.51702 -1.77401 2.77235
C 2.00976 -0.22660 2.62105
N 1.59514 0.34625 1.42370
C 2.20274 1.59969 0.88148
C 1.44378 1.90806 -0.47199
N 1.41000 0.70900 -1.23484
C 2.16051 3.06143 -1.17564
S 1.24168 3.48809 -2.68177
H 0.49238 -1.86827 2.66732
H 2.07337 -2.06230 3.66780
H 1.91064 -2.37394 1.88424
H 3.14564 -0.27777 2.48784
H 1.83203 0.43040 3.50230
H 0.64693 0.48109 1.28024
H 3.24262 1.51347 0.84137
H 2.17833 2.49410 1.48462
H 0.35969 2.18357 -0.38217
H 2.29730 0.42281 -1.64754
H 0.96302 -0.00559 -0.77166
H 2.17297 4.16897 -0.68245
H 3.26675 2.88134 -1.32982
H 1.25221 2.13074 -3.18162
O -3.07207 -2.68823 -2.42698
H -2.28374 -3.05778 -2.69382
H -3.02720 -1.83070 -2.07532
O 4.36768 -1.78174 0.01136
H 3.60547 -2.22097 0.05418
H 4.20091 -0.88001 -0.09800
O 0.26434 -4.20657 -1.34159
H -0.44366 -4.89165 -1.57194
H 0.93712 -4.59291 -0.72406
O -3.71372 1.98413 0.77629
H -3.05919 2.33715 0.09776
H -3.73722 1.10633 0.51164
O -0.35239 -1.80389 -0.11962
H -0.40223 -1.73376 0.81171
H -0.14195 -2.67360 -0.51359
O -2.74028 -1.12566 3.48972
H -3.31428 -1.48297 2.91154
H -1.85413 -1.56391 3.28703
O -0.86536 0.97108 2.26782
H -0.94430 1.89346 2.17134
H -1.59119 0.98053 2.98204
O -3.08137 0.06582 -2.21294
H -3.60185 0.36851 -2.93064
H -2.17029 0.18180 -2.67204
O -3.14734 -1.38998 0.20254
H -2.38389 -1.75063 -0.19868
H -3.80402 -1.11476 -0.51953
*
```

Max |F| in hartree/bohr: 0.1167
ΔE to the lowest compared entry with this formula, charge and spin in kJ/mol: 537.8
HOMO level in eV: -8.34
LUMO energy in eV: -0.14
Orbital gap in eV: 8.20
SMILES: CCNC[C@H](N)CS.O.O.O.O.O.O.O.O.O



Question: The lowest max |F| belongs to which entry?
Answer: number 1



Question: Which value of max |F| does entry 9 give?
Answer: 0.1167 hartree/bohr